Computed, not measured: a molecular structure, C19H22NO8Pt at a distorted geometry, with the ωB97M-V functional and the def2-TZVPD basis.

```
51
Properties=species:S:1:pos:R:3:forces:R:3
Pt -1.061 -0.539 0.983 0.03 1.31 0.89
O -1.619 1.918 3.830 -0.33 -0.37 0.00
C -1.728 1.602 2.683 0.56 1.07 -0.35
O -2.261 0.442 2.269 0.05 -1.21 -0.55
C -1.307 2.572 1.557 -0.38 -0.60 0.43
C -1.919 2.200 0.205 -0.14 0.79 0.00
C -1.720 3.340 -0.796 0.08 -0.22 -0.06
C -0.202 3.234 -1.110 -0.13 -0.20 -0.04
C 0.228 2.076 -0.212 0.15 0.68 0.04
O -0.952 1.214 -0.284 -0.20 -1.37 0.09
C 0.215 2.498 1.265 0.37 -0.41 0.17
C 1.005 1.421 2.017 -0.24 0.77 -0.33
O 2.107 1.648 2.435 -0.02 -0.28 0.12
O 0.449 0.222 2.084 -0.18 -1.00 0.17
H -1.625 3.550 1.910 0.13 0.10 -0.14
H -2.907 1.756 0.236 0.02 -0.09 -0.03
H -2.322 3.175 -1.687 0.01 0.01 0.01
H -2.001 4.298 -0.366 -0.02 0.00 0.04
H -0.034 2.983 -2.156 0.01 0.03 0.01
H 0.352 4.140 -0.878 0.03 -0.01 0.03
H 1.118 1.543 -0.534 -0.06 -0.14 -0.05
H 0.750 3.424 1.451 -0.10 0.11 -0.16
N -1.408 -1.979 2.450 0.66 0.66 -0.79
C -1.910 -3.323 2.083 -0.18 -0.39 0.09
C -3.093 -3.228 1.144 0.16 0.39 -0.58
C -2.600 -2.650 -0.190 -0.15 -0.66 0.78
O -2.333 -3.361 -1.117 -0.05 0.34 -0.25
O -2.481 -1.321 -0.178 0.26 0.74 -0.33
H -0.547 -2.040 2.994 -0.04 0.06 0.11
H -2.091 -1.443 2.995 0.01 -0.05 0.11
H -2.207 -3.837 3.000 0.15 0.12 0.08
H -1.094 -3.887 1.632 0.02 0.06 -0.03
H -3.861 -2.566 1.548 -0.04 -0.12 0.11
H -3.506 -4.215 0.953 0.02 -0.04 0.12
C 2.374 -1.582 0.706 -0.10 -0.05 0.05
C 1.528 -1.266 -0.479 0.33 -0.24 0.17
O 0.278 -1.307 -0.426 -0.62 0.23 0.15
C 2.136 -0.931 -1.761 -0.15 -0.11 -0.08
C 1.321 -0.421 -2.782 -0.03 -0.01 0.04
C 1.879 -0.049 -3.989 0.01 0.00 -0.02
C 3.248 -0.198 -4.192 -0.01 -0.02 0.04
C 4.056 -0.731 -3.195 0.04 -0.01 -0.01
C 3.507 -1.096 -1.981 0.03 0.03 0.03
H 1.771 -1.616 1.607 0.07 0.00 -0.01
H 3.170 -0.850 0.834 -0.02 0.01 0.03
H 2.838 -2.560 0.544 0.02 0.02 -0.06
H 0.257 -0.326 -2.608 0.00 0.01 -0.02
H 1.255 0.347 -4.777 0.00 0.00 0.01
H 3.687 0.098 -5.135 -0.01 -0.02 -0.01
H 5.115 -0.863 -3.368 0.00 0.01 0.00
H 4.144 -1.519 -1.215 0.00 0.03 0.02
```
Forces are in eV/Å.

Results
- E_LUMO: -5.2 eV
- Strongest force on any atom: 0.0308 Eh/bohr
- HOMO level: -13.03 eV
- Total charge: +1
- Energy relative to the best compared isomer or geometry (same formula, charge and spin): 0.6389 eV
- 2S+1: 1

Atom charges from the Mulliken analysis, given in e for atoms 1 to 2: Pt 3.29; O -0.56

Computed, not measured: a molecular structure, C12H23BaN2O2P2S at a distorted geometry, with the ωB97M-V functional and the def2-TZVPD basis.

```
43
Properties=species:S:1:pos:R:3:forces:R:3
Ba 0.178 0.900 1.463 -1.11 0.19 1.19
P 2.352 -1.126 1.305 0.53 -0.21 0.09
C 2.359 -1.254 -0.485 -0.80 -2.15 -0.29
C 1.075 -1.447 -1.143 -1.07 -0.77 -0.39
N -0.109 -0.963 -0.578 0.29 -0.75 -1.15
C -1.274 -1.339 -1.158 0.30 0.31 0.59
C -1.409 -2.264 -2.209 0.29 0.45 -0.12
C -0.249 -2.743 -2.795 -0.34 0.90 -0.04
C 0.953 -2.281 -2.303 1.37 0.35 0.78
C -2.567 -0.754 -0.667 -0.70 0.58 0.52
P -2.673 0.871 0.266 -0.62 -0.19 -0.93
H 1.897 -2.568 -2.747 -0.10 -0.16 -0.18
H -2.394 -2.471 -2.652 0.52 0.03 0.48
H -0.329 -3.304 -3.712 0.29 -0.38 0.07
H -3.185 -0.552 -1.553 -0.19 -0.52 0.29
H -3.070 -1.456 0.018 0.03 -0.06 -0.49
H 3.056 3.596 -1.509 -1.39 2.07 -0.44
H 3.228 -1.859 -0.856 -0.78 1.05 -0.32
H -0.964 4.834 -1.930 -1.03 0.54 -0.02
O 3.604 2.868 -1.382 2.49 -1.67 0.15
H 4.510 3.179 -1.631 -1.16 -0.41 0.33
H 1.630 2.357 0.714 1.08 1.02 -0.56
O -1.775 5.236 -1.533 2.18 -0.71 2.32
H -1.453 5.279 -0.559 -1.12 0.23 -2.28
C -2.869 1.992 -1.166 0.74 0.45 -0.12
H -3.800 1.779 -1.728 0.60 0.18 0.24
H -2.814 3.040 -0.843 -0.46 -0.20 -0.11
H -1.982 1.886 -1.801 -0.23 -0.13 -0.24
C -4.431 0.867 0.750 -0.26 -0.16 0.39
H -4.599 1.661 1.487 0.01 -0.22 -0.10
H -5.068 1.071 -0.117 0.13 -0.16 0.16
H -4.717 -0.093 1.190 -0.01 0.18 0.08
C 2.123 -2.805 2.088 0.09 0.34 -0.18
H 3.049 -3.413 2.077 -0.55 0.34 -0.06
H 1.843 -2.540 3.133 0.08 -0.50 -0.61
H 1.298 -3.332 1.563 0.47 0.28 0.51
C 4.091 -0.653 1.528 -0.06 -0.04 0.42
H 4.195 -0.325 2.569 0.35 -0.01 -0.28
H 4.765 -1.486 1.316 0.03 0.09 0.07
H 4.293 0.168 0.830 0.05 -0.08 0.31
S 0.752 -0.995 6.074 0.31 -0.80 0.42
C 0.393 -0.166 4.780 -0.70 1.95 -1.01
N 0.087 0.605 3.909 0.40 -1.26 0.51
```
Forces are in eV/Å.

Results
- E_LUMO (spin up / spin down): -5.0 / -6.1 eV
- Strongest force on any atom: 0.0635 Eh/bohr
- HOMO level (spin up / spin down): -10.35 / -10.30 eV
- Total charge: +1
- Energy relative to the best compared isomer or geometry (same formula, charge and spin): 6.4306 eV
- 2S+1: 1

Atom charges from the Mulliken analysis, given in e for atoms 1 to 2: Ba 1.63; P 0.28

Computed, not measured: a molecular structure, C37H58AsBiBrN3O2Si3, with the ωB97M-V functional and the def2-TZVPD basis.

```
106
Properties=species:S:1:pos:R:3:forces:R:3
Bi 0.723 -0.845 -0.681 -0.11 0.07 0.30
C -1.651 1.500 -2.746 0.01 -0.01 0.02
N -1.514 0.057 -2.850 0.05 -0.01 0.06
C -0.806 -0.336 -4.056 0.01 -0.02 -0.01
C -0.284 -1.781 -4.000 0.07 0.06 0.00
C 1.228 -1.866 -4.185 0.01 0.02 -0.05
N 1.920 -0.982 -3.252 0.13 -0.14 -0.12
C 3.173 -1.142 -3.118 -0.11 0.11 0.04
C 4.045 -0.305 -2.301 -0.04 -0.11 -0.03
C 5.422 -0.456 -2.505 0.00 0.00 -0.02
C 6.356 0.349 -1.891 0.01 0.02 0.00
C 5.892 1.363 -1.045 0.02 -0.03 -0.01
C 4.550 1.517 -0.796 0.01 -0.02 -0.02
C 3.568 0.662 -1.368 0.00 0.12 0.12
O 2.332 0.814 -1.010 0.13 -0.10 -0.22
C -2.789 -0.621 -2.690 -0.04 -0.01 -0.01
C -3.255 -0.621 -1.229 0.09 -0.04 -0.05
C -3.373 -1.994 -0.576 -0.06 0.08 -0.03
N -2.162 -2.852 -0.605 -0.13 -0.02 0.00
C -1.235 -2.640 0.374 0.31 0.20 0.03
C -0.251 -3.686 0.694 -0.11 -0.12 0.03
C -0.246 -4.278 1.956 0.01 0.02 0.02
C 0.611 -5.323 2.272 0.01 0.00 0.01
C 1.475 -5.798 1.287 0.01 0.00 0.03
C 1.525 -5.204 0.042 0.00 -0.02 0.00
C 0.714 -4.088 -0.278 -0.12 0.00 0.04
O 0.834 -3.428 -1.381 0.10 0.04 -0.21
H -2.163 1.927 -3.626 -0.04 0.00 0.01
H -0.663 1.957 -2.663 0.01 0.00 -0.02
H -2.215 1.774 -1.851 0.00 0.01 0.01
H 0.044 0.343 -4.147 0.01 0.00 -0.04
H -1.436 -0.185 -4.954 -0.02 0.02 0.02
H -0.761 -2.401 -4.764 -0.01 -0.03 0.03
H -0.516 -2.230 -3.034 -0.05 0.00 -0.01
H 1.486 -1.554 -5.207 0.01 0.01 0.01
H 1.557 -2.902 -4.051 -0.02 0.00 0.00
H 3.691 -1.940 -3.677 0.02 0.04 -0.01
H 5.750 -1.232 -3.191 0.00 -0.01 0.00
H 7.415 0.205 -2.063 0.00 0.01 -0.01
H 6.601 2.032 -0.568 0.00 -0.01 0.02
H 4.195 2.288 -0.126 -0.01 0.00 0.01
H -2.666 -1.645 -3.049 -0.03 0.00 0.00
H -3.558 -0.147 -3.328 0.02 -0.03 -0.05
H -4.242 -0.160 -1.139 0.01 0.04 0.06
H -2.581 0.002 -0.640 -0.04 0.03 0.01
H -4.166 -2.574 -1.048 0.04 -0.01 0.00
H -3.632 -1.860 0.474 -0.02 -0.04 -0.01
H -1.596 -2.000 1.164 -0.10 -0.08 0.02
H -0.940 -3.909 2.706 -0.04 -0.04 -0.02
H 0.591 -5.771 3.257 0.01 0.00 0.00
H 2.129 -6.637 1.506 0.02 0.02 0.00
H 2.229 -5.541 -0.712 0.02 0.00 0.00
C 0.184 0.442 4.444 0.20 0.04 -0.15
Si -1.149 0.685 3.116 -0.32 -0.10 0.34
C -2.240 -0.844 3.342 0.04 -0.06 -0.15
C -2.266 2.053 3.771 0.06 0.11 -0.17
As -0.661 1.090 0.868 0.27 -0.15 0.23
Si -3.981 3.427 0.262 -0.22 -0.01 -0.07
C -5.691 2.800 -0.457 -0.02 0.07 -0.01
C -4.714 4.742 1.506 0.04 0.03 0.02
C -3.544 4.662 -1.188 0.02 0.03 0.04
Si 0.790 2.897 1.145 0.07 0.34 0.00
C 1.093 3.709 -0.523 -0.05 -0.19 -0.14
C 2.423 2.578 2.031 0.05 -0.20 -0.08
C -0.034 4.280 2.137 -0.14 -0.12 0.05
H -0.282 0.587 5.423 -0.03 -0.02 0.01
H 1.012 1.147 4.358 0.00 0.04 0.02
H 0.606 -0.564 4.413 -0.01 -0.03 0.00
H -2.651 -0.813 4.355 -0.01 0.01 0.02
H -1.702 -1.786 3.228 0.03 0.00 0.02
H -3.077 -0.834 2.639 -0.03 0.01 0.01
H -2.422 1.919 4.846 -0.02 -0.04 0.02
H -3.225 2.009 3.250 -0.02 0.00 -0.01
H -1.878 3.053 3.596 0.02 0.04 0.04
H -6.180 2.117 0.247 -0.01 -0.01 0.01
H -5.537 2.244 -1.391 0.01 -0.03 -0.01
H -6.397 3.618 -0.673 0.01 0.03 -0.02
H -5.217 4.250 2.346 0.00 -0.02 0.01
H -5.439 5.417 1.026 -0.02 -0.01 -0.04
H -3.917 5.361 1.933 0.01 0.01 0.01
H -3.538 4.143 -2.154 0.02 -0.03 -0.01
H -2.545 5.091 -1.052 0.01 0.03 -0.01
H -4.256 5.498 -1.264 -0.05 -0.02 -0.01
H 1.556 3.021 -1.230 0.03 -0.01 0.00
H 1.734 4.587 -0.405 0.00 0.02 0.02
H 0.132 4.033 -0.932 -0.01 0.05 0.01
H 2.901 1.663 1.678 0.02 0.00 -0.02
H 2.253 2.475 3.104 0.00 0.02 0.03
H 3.116 3.411 1.877 -0.02 0.04 0.00
H -1.094 4.353 1.880 0.00 0.04 -0.04
H 0.448 5.230 1.887 0.04 0.01 0.01
H 0.045 4.130 3.216 0.01 0.00 0.02
C -2.113 -3.781 -1.534 0.03 -0.02 -0.05
H -1.249 -4.415 -1.611 0.04 0.02 0.00
H -2.913 -3.817 -2.255 -0.05 -0.01 0.04
Br 6.007 -2.645 3.483 -0.01 0.00 0.00
C 4.498 -2.219 2.384 0.02 -0.03 0.01
C 4.455 -2.698 1.089 0.02 0.03 0.01
C 3.361 -2.375 0.296 -0.03 -0.04 -0.04
C 2.325 -1.574 0.774 -0.04 0.01 0.02
C 2.406 -1.123 2.086 0.01 0.06 0.00
C 3.483 -1.442 2.906 0.01 0.01 0.00
H 5.261 -3.308 0.702 -0.01 -0.01 0.00
H 3.312 -2.775 -0.710 -0.01 -0.01 0.00
H 1.621 -0.491 2.479 0.01 0.04 -0.01
H 3.534 -1.075 3.923 -0.01 -0.01 0.01
```
Forces are in eV/Å.

Results
- E_LUMO: 3.8 eV
- Strongest force on any atom: 0.0093 Eh/bohr
- HOMO level: -0.21 eV
- Total charge: -2
- Energy relative to the best compared isomer or geometry (same formula, charge and spin): 0.0000 eV
- 2S+1: 1

Atom charges from the Mulliken analysis, given in e for atoms 1 to 2: Bi 1.45; C -1.19